#w
38
Properties=species:S:1:pos:R:3:lowdin_charge:R:1 method="wB97M-V/def2-TZVPD" e_lumo_ha=0.0245 spin_multiplicity=1 homo_lumo_gap_ha=0.30922 smiles=CCc1c[nH]c2ccccc12.Cc1ccc(O)cc1
C -0.422 -4.035 0.409 -0.11
C 0.652 -3.407 -0.403 -0.25
C 1.068 -2.018 -0.178 -0.19
C 1.416 -1.436 1.057 -0.01
N 1.877 -0.097 0.794 0.09
C 1.755 0.097 -0.579 -0.23
C 2.065 1.254 -1.313 -0.05
C 1.526 1.367 -2.565 -0.10
C 1.090 0.182 -3.320 -0.06
C 0.967 -1.054 -2.622 -0.02
C 1.221 -1.010 -1.243 -0.14
H -1.378 -3.498 0.595 0.09
H -0.076 -4.181 1.343 0.02
H -0.690 -4.965 -0.203 0.11
H 1.561 -3.951 -0.428 0.11
H 0.187 -3.485 -1.440 0.12
H 1.269 -1.873 2.049 0.12
H 2.373 0.417 1.493 0.14
H 2.470 2.106 -0.785 0.10
H 1.308 2.393 -2.909 0.10
H 0.797 0.414 -4.276 0.06
H 0.363 -1.773 -3.187 0.11
C -2.183 1.520 -1.216 -0.02
C -1.535 1.716 0.195 -0.30
C -0.860 2.870 0.597 -0.03
C -0.700 3.019 2.001 -0.03
C -0.921 1.922 2.809 -0.34
O -0.540 2.052 4.135 0.04
C -1.506 0.705 2.461 0.04
C -1.773 0.679 1.029 -0.06
H -2.978 2.232 -1.188 0.07
H -2.432 0.464 -1.256 0.07
H -1.534 1.704 -2.000 0.03
H -0.635 3.728 -0.117 0.13
H -0.208 3.852 2.527 0.12
H 0.210 2.563 4.161 0.04
H -1.717 -0.184 3.010 0.10
H -2.087 -0.287 0.565 0.12


#x
38
Properties=species:S:1:pos:R:3:lowdin_charge:R:1 method="wB97M-V/def2-TZVPD" e_lumo_ha=0.0216 spin_multiplicity=1 homo_lumo_gap_ha=0.32150 smiles=Cc1c[nH]c2ccccc12.CCc1ccc(O)cc1
C 0.134 -1.833 2.331 -0.05
C 0.716 -0.507 2.756 -0.23
C 0.223 0.275 3.684 -0.07
N 1.178 1.297 4.049 0.04
C 2.319 1.164 3.228 -0.22
C 3.503 1.835 3.299 -0.05
C 4.377 1.642 2.252 -0.10
C 4.107 0.729 1.244 -0.10
C 3.003 -0.119 1.241 -0.02
C 2.060 0.047 2.318 -0.07
H -0.897 -1.858 2.482 0.05
H 0.577 -2.495 3.124 0.10
H 0.502 -2.385 1.444 0.08
H -0.463 0.258 4.503 0.12
H 1.384 1.589 5.010 0.14
H 3.666 2.605 4.109 0.13
H 5.234 2.176 2.366 0.07
H 4.790 0.574 0.458 0.08
H 2.647 -0.875 0.491 0.12
C -2.032 2.609 -2.782 -0.16
C -2.423 1.457 -3.650 -0.25
C -2.202 0.083 -3.152 -0.22
C -1.584 -0.141 -1.892 -0.02
C -1.346 -1.454 -1.334 -0.02
C -1.874 -2.537 -1.996 -0.39
O -1.648 -3.846 -1.826 0.02
C -2.696 -2.307 -3.106 -0.04
C -2.774 -1.087 -3.745 -0.03
H -2.778 2.851 -1.923 0.11
H -1.915 3.590 -3.290 0.07
H -0.985 2.515 -2.368 0.07
H -3.401 1.831 -3.880 0.11
H -1.800 1.506 -4.557 0.12
H -0.843 0.608 -1.385 0.13
H -0.911 -1.346 -0.384 0.07
H -1.530 -3.986 -0.789 0.18
H -3.066 -3.239 -3.620 0.13
H -3.251 -1.229 -4.710 0.11


Stability check: which of them is most stable? #w.


#w
38
Properties=species:S:1:pos:R:3:lowdin_charge:R:1 method="wB97M-V/def2-TZVPD" e_lumo_ha=0.0250 spin_multiplicity=1 homo_lumo_gap_ha=0.31766 smiles=Cc1c[nH]c2ccccc12.CCc1ccc(O)cc1
C -0.675 -0.313 3.442 -0.06
C 0.481 0.570 3.819 -0.26
C 0.741 1.662 4.579 -0.05
N 2.059 2.074 4.384 0.06
C 2.627 1.331 3.332 -0.16
C 3.814 1.509 2.598 -0.07
C 4.071 0.665 1.541 -0.12
C 3.149 -0.363 1.120 -0.04
C 1.850 -0.436 1.807 -0.04
C 1.554 0.379 2.860 -0.16
H -1.597 0.162 3.826 0.08
H -0.476 -1.184 4.133 0.10
H -0.682 -0.482 2.315 0.08
H 0.239 2.120 5.436 0.12
H 2.677 2.529 4.974 0.11
H 4.599 2.364 2.934 0.15
H 4.994 0.756 1.014 0.08
H 3.465 -0.977 0.346 0.06
H 1.021 -1.153 1.548 0.10
C -2.378 1.940 -2.654 -0.09
C -1.492 1.243 -3.737 -0.19
C -1.450 -0.211 -3.448 -0.29
C -0.934 -0.717 -2.269 -0.05
C -1.194 -1.982 -1.708 -0.01
C -1.786 -2.858 -2.611 -0.33
O -2.110 -4.158 -2.348 0.02
C -2.086 -2.406 -3.929 -0.02
C -1.977 -1.117 -4.358 -0.04
H -3.380 1.525 -2.394 0.10
H -2.514 2.953 -2.770 0.03
H -1.849 1.863 -1.713 0.05
H -1.840 1.473 -4.767 0.11
H -0.583 1.790 -3.834 0.10
H -0.815 0.119 -1.453 0.14
H -0.993 -2.110 -0.677 0.09
H -1.944 -4.432 -1.406 0.13
H -2.393 -3.313 -4.553 0.14
H -2.194 -0.814 -5.378 0.12


#x
38
Properties=species:S:1:pos:R:3:lowdin_charge:R:1 method="wB97M-V/def2-TZVPD" e_lumo_ha=0.0284 spin_multiplicity=1 homo_lumo_gap_ha=0.31571 smiles=Cc1c[nH]c2ccccc12.CCc1ccc(O)cc1
C 3.025 -1.201 -2.190 -0.05
C 2.067 -0.157 -1.741 -0.24
C 1.177 0.551 -2.470 -0.07
N 0.599 1.564 -1.714 0.09
C 1.078 1.452 -0.426 -0.22
C 0.833 2.152 0.740 -0.04
C 1.527 1.829 1.898 -0.11
C 2.577 0.912 1.876 -0.09
C 2.796 0.170 0.720 -0.03
C 2.052 0.435 -0.420 -0.15
H 2.682 -1.705 -3.101 0.08
H 3.131 -2.032 -1.497 0.07
H 4.011 -0.794 -2.382 0.08
H 0.910 0.444 -3.508 0.12
H -0.364 1.823 -1.885 0.15
H 0.293 3.090 0.743 0.12
H 1.283 2.462 2.744 0.10
H 3.233 0.772 2.727 0.10
H 3.541 -0.609 0.722 0.11
C -1.866 -3.220 -0.658 -0.10
C -1.044 -1.931 -0.605 -0.22
C -1.651 -0.841 0.227 -0.25
C -1.094 -0.480 1.448 -0.04
C -1.543 0.610 2.162 -0.04
C -2.574 1.385 1.651 -0.34
O -2.965 2.563 2.216 0.04
C -3.160 1.047 0.436 -0.01
C -2.617 0.010 -0.303 -0.05
H -1.890 -3.830 0.246 0.07
H -1.532 -3.848 -1.493 0.07
H -2.903 -3.028 -0.952 0.07
H -0.048 -2.154 -0.226 0.10
H -0.890 -1.634 -1.643 0.10
H -0.269 -1.073 1.825 0.12
H -1.052 0.965 3.057 0.11
H -2.526 2.730 3.063 0.11
H -3.921 1.722 0.058 0.12
H -2.907 -0.150 -1.344 0.12


Stability check: which of them is most stable? #x.


#w
15
Properties=species:S:1:pos:R:3:lowdin_charge:R:1 method="wB97M-V/def2-TZVPD" e_lumo_ha="-0.1938 / -0.1937" charge=+1 spin_multiplicity=1 homo_lumo_gap_ha="0.31501 / 0.31512"
C -1.508 -0.924 0.196 0.01
C -2.534 -0.164 0.087 -1.13
C 1.834 -0.739 -0.457 -0.04
C 0.817 -0.197 0.407 -0.16
N 0.642 1.188 0.186 0.09
Cl -4.225 -0.507 -0.082 0.67
Cl -2.390 1.631 0.262 0.62
H -1.502 -1.991 -0.027 0.08
H 2.104 0.010 -1.145 0.08
H 2.666 -1.136 -0.026 0.07
H 1.330 -1.625 -1.019 0.15
H 0.888 -0.476 1.400 0.11
H -0.288 1.688 0.525 0.09
H 0.658 1.531 -0.797 0.18
H 1.509 1.711 0.490 0.20


#x
15
Properties=species:S:1:pos:R:3:lowdin_charge:R:1 method="wB97M-V/def2-TZVPD" e_lumo_ha=-0.1281 charge=+1 spin_multiplicity=1 homo_lumo_gap_ha=0.37786 smiles=C[C@@]1([NH3+])CC1(Cl)Cl
C 0.945 1.221 -0.590 0.01
C 0.287 -0.017 0.045 -0.35
N 0.675 -1.309 -0.502 0.22
C -0.408 0.167 1.374 -0.10
C -1.489 -0.039 0.319 -0.98
Cl -2.153 -1.587 -0.188 0.74
Cl -2.445 1.423 -0.179 0.63
H 0.407 1.321 -1.577 0.13
H 1.981 1.208 -0.536 0.08
H 0.757 2.042 -0.053 0.04
H 1.017 -1.945 0.157 0.15
H 1.281 -1.268 -1.273 0.16
H -0.244 -1.750 -0.772 0.06
H -0.305 -0.611 2.123 0.13
H -0.305 1.145 1.653 0.09


Stability check: which of them is most stable? #x.


#w
21
Properties=species:S:1:pos:R:3:lowdin_charge:R:1 method="wB97M-V/def2-TZVPD" e_lumo_ha=0.0286 spin_multiplicity=1 homo_lumo_gap_ha=0.35216 smiles="COP(O)OC.CC=C=O"
C 0.233 2.394 -0.967 -0.11
O -0.777 1.507 -1.485 -0.38
P -1.351 0.198 -0.664 0.79
O -2.332 -0.130 -1.905 -0.23
O -2.327 0.964 0.413 -0.39
C -1.897 1.323 1.718 -0.17
H 0.026 3.423 -1.191 0.08
H 1.150 2.126 -1.371 0.06
H 0.275 2.337 0.109 0.06
H -2.601 0.714 -2.274 0.05
H -2.395 2.336 1.948 0.10
H -0.780 1.500 1.760 0.07
H -2.486 0.628 2.460 0.12
C 2.055 -2.490 -0.785 -0.08
C 2.156 -2.714 0.756 -0.11
C 1.359 -2.061 1.587 -0.22
O 0.534 -1.620 2.295 0.14
H 1.489 -3.197 -1.204 0.02
H 3.018 -2.590 -1.276 0.08
H 1.541 -1.638 -1.113 0.04
H 3.111 -3.011 1.188 0.10


#x
21
Properties=species:S:1:pos:R:3:lowdin_charge:R:1 method="wB97M-V/def2-TZVPD" e_lumo_ha=0.0092 spin_multiplicity=1 homo_lumo_gap_ha=0.34256
C -1.362 0.532 1.625 -0.10
C 0.077 0.267 1.147 -0.28
C 0.005 -0.564 -0.084 -0.21
C 1.273 -0.742 -0.862 -0.30
C 1.544 0.177 -2.133 -0.56
O 1.510 -1.331 -4.401 -0.47
O 1.051 -2.077 -1.483 -0.15
O 2.591 1.178 -1.779 -0.07
O 0.281 0.838 -2.494 -0.04
P 2.345 -1.208 -3.191 0.98
H -1.764 1.056 0.663 0.11
H -1.402 1.109 2.605 0.09
H -1.880 -0.380 1.890 0.06
H 0.730 -0.219 1.918 0.13
H 0.551 1.195 0.971 0.09
H -0.476 -1.528 0.036 0.13
H -0.695 0.005 -0.803 0.13
H 2.162 -0.906 -0.215 0.17
H 0.222 -1.987 -1.994 0.11
H 2.425 1.505 -0.882 0.08
H 0.311 1.242 -3.384 0.11


Stability check: which of them is most stable? #w.


#w
21
Properties=species:S:1:pos:R:3:lowdin_charge:R:1 method="wB97M-V/def2-TZVPD" e_lumo_ha=-0.1076 charge=+1 spin_multiplicity=1 homo_lumo_gap_ha=0.44322
C 0.153 2.021 1.127 -0.02
C 1.296 0.240 -0.095 -0.43
N 0.176 0.804 0.343 0.06
N 2.408 0.961 -0.356 0.20
N 1.320 -1.029 -0.431 0.23
H -0.678 0.351 0.042 0.11
H 2.407 1.945 -0.126 0.11
H 3.292 0.562 -0.072 0.14
H 0.630 -1.707 -0.160 0.10
H 2.113 -1.395 -0.931 0.14
H 1.068 2.592 1.022 0.08
H -0.017 1.848 2.184 0.10
H -0.532 2.718 0.665 0.10
C -2.048 -1.791 0.194 -0.16
C -2.719 -0.887 -0.860 -0.14
H -2.702 -2.637 0.406 0.08
H -1.144 -2.252 -0.158 0.03
H -1.846 -1.172 1.064 0.06
H -3.161 -1.549 -1.605 0.08
H -3.535 -0.374 -0.379 0.07
H -2.045 -0.206 -1.373 0.05


#x
21
Properties=species:S:1:pos:R:3:lowdin_charge:R:1 method="wB97M-V/def2-TZVPD" e_lumo_ha=-0.3026 charge=+1 spin_multiplicity=1 homo_lumo_gap_ha=0.19957
N 0.660 0.519 -1.202 0.27
C 0.294 0.127 0.049 -0.37
C -1.104 -0.644 0.295 -0.04
C -2.224 0.138 -0.415 -0.26
N -2.003 0.041 -1.822 0.04
C 1.425 -0.867 0.486 -0.20
N 2.754 -0.194 0.640 0.00
H 0.334 1.472 -1.409 0.12
H 1.650 0.607 2.024 0.09
H -1.058 0.169 -2.159 0.06
H -0.031 1.135 0.396 0.14
H -1.129 -1.629 -0.176 0.14
H -1.261 -0.702 1.368 0.14
H -3.145 -0.364 -0.103 0.15
H -2.204 1.141 0.040 0.12
H 1.137 1.222 1.912 0.12
H -2.774 0.213 -2.442 0.10
H 1.618 -1.594 -0.300 0.13
H 1.300 -1.480 1.386 0.13
H 2.857 0.475 -0.108 0.08
H 2.904 0.216 1.542 0.03


Stability check: which of them is most stable? #w.


#w
21
Properties=species:S:1:pos:R:3:lowdin_charge:R:1 method="wB97M-V/def2-TZVPD" e_lumo_ha=-0.1049 charge=+1 spin_multiplicity=1 homo_lumo_gap_ha=0.38310
C -0.154 -1.586 1.143 -0.21
C 0.189 -1.985 2.355 0.05
N 0.705 -1.788 -0.004 0.06
H -1.068 -1.065 0.898 0.09
H -0.473 -1.913 3.200 0.07
H 1.177 -2.394 2.535 0.07
H 1.598 -2.205 0.265 0.13
H 0.348 -2.525 -0.613 0.14
H 0.912 -0.705 -0.720 0.09
C 0.483 1.495 -0.717 -0.18
C -1.025 1.444 -0.945 -0.26
N -1.712 1.460 0.372 -0.01
N 1.184 0.358 -1.402 0.06
H 0.924 2.438 -1.033 0.12
H 0.671 1.374 0.350 0.12
H -1.408 2.248 -1.576 0.11
H -1.341 0.522 -1.446 0.11
H -2.703 1.628 0.212 0.08
H -1.414 2.287 0.876 0.07
H 0.924 0.353 -2.379 0.13
H 2.183 0.559 -1.371 0.14


#x
21
Properties=species:S:1:pos:R:3:lowdin_charge:R:1 method="wB97M-V/def2-TZVPD" e_lumo_ha=-0.1788 charge=+1 spin_multiplicity=1 homo_lumo_gap_ha=0.27776
C 1.458 0.596 -1.772 0.00
C -0.919 0.976 -2.094 0.18
N 0.293 1.318 -2.303 0.02
H 1.640 0.944 -0.759 0.09
H 2.306 0.687 -2.442 0.11
H 1.192 -0.459 -1.729 0.09
H -1.107 0.100 -1.470 0.08
H -1.671 1.602 -2.554 0.13
H 0.414 2.194 -2.799 0.17
C 0.257 -0.078 1.647 -0.31
C -0.738 -1.191 1.329 -0.26
N -0.712 -1.591 -0.103 -0.02
N 0.169 0.168 3.099 0.00
H 1.254 -0.402 1.331 0.10
H -0.036 0.844 1.144 0.10
H -0.504 -2.044 1.970 0.11
H -1.733 -0.873 1.630 0.11
H -1.645 -1.869 -0.392 0.08
H -0.186 -2.454 -0.153 0.08
H 0.656 -0.572 3.593 0.07
H 0.658 1.025 3.347 0.07


Stability check: which of them is most stable? #w.


#w
21
Properties=species:S:1:pos:R:3:lowdin_charge:R:1 method="wB97M-V/def2-TZVPD" e_lumo_ha=-0.1150 charge=+1 spin_multiplicity=1 homo_lumo_gap_ha=0.41956
C -2.881 -0.011 -0.276 -0.05
C -0.599 0.225 -1.072 -0.44
N -1.642 -0.577 -0.815 0.06
N 0.383 -0.159 -1.883 0.21
N -0.379 1.335 -0.379 0.23
H -1.847 -1.242 -1.550 0.16
H 0.361 -0.884 -2.580 0.14
H 1.264 0.326 -1.830 0.13
H -1.092 1.778 0.176 0.13
H 0.543 1.737 -0.352 0.13
H -3.454 0.655 -0.917 0.10
H -2.809 0.407 0.724 0.09
H -3.534 -0.870 -0.109 0.10
C 1.893 -0.404 2.613 -0.16
C 2.840 -0.465 1.434 -0.18
H 2.113 -1.071 3.428 0.06
H 1.885 0.607 3.016 0.07
H 0.883 -0.667 2.288 0.05
H 2.440 0.006 0.532 0.03
H 3.075 -1.478 1.080 0.07
H 3.861 -0.139 1.645 0.07


#x
21
Properties=species:S:1:pos:R:3:lowdin_charge:R:1 method="wB97M-V/def2-TZVPD" e_lumo_ha=-0.1167 charge=+1 spin_multiplicity=1 homo_lumo_gap_ha=0.41453
C 0.908 -0.764 -1.972 -0.05
C 0.730 1.316 -0.716 -0.37
N 1.450 0.526 -1.560 0.05
N 1.233 2.349 -0.114 0.26
N -0.658 1.124 -0.684 0.22
H 2.518 0.537 -1.408 0.20
H 2.183 2.518 -0.046 0.12
H 0.697 2.968 0.401 0.12
H -1.114 0.468 -1.253 0.09
H -1.259 1.836 -0.590 0.08
H 0.415 -0.754 -2.903 0.08
H 0.231 -1.297 -1.384 0.06
H 1.772 -1.473 -1.914 0.13
C -1.754 -1.502 1.412 -0.14
C -0.550 -0.853 2.174 -0.14
H -2.739 -1.183 1.684 0.05
H -1.718 -1.458 0.327 0.02
H -1.693 -2.631 1.527 0.09
H -0.703 -0.073 2.765 -0.01
H -0.034 -0.203 1.397 0.04
H 0.087 -1.449 2.855 0.09


#y
21
Properties=species:S:1:pos:R:3:lowdin_charge:R:1 method="wB97M-V/def2-TZVPD" e_lumo_ha=-0.1126 charge=+1 spin_multiplicity=1 homo_lumo_gap_ha=0.43282
C 1.834 -2.342 0.575 -0.16
C 0.333 -2.423 0.800 -0.17
H 2.446 -2.293 1.468 0.07
H 2.158 -3.156 -0.083 0.08
H 2.156 -1.514 -0.042 0.04
H -0.005 -1.681 1.524 0.06
H 0.090 -3.411 1.141 0.07
H -0.205 -2.364 -0.136 0.05
C -1.607 0.029 -0.848 -0.04
C -0.347 1.995 -0.162 -0.43
N -0.763 0.745 0.092 0.06
N -1.051 2.821 -0.921 0.23
N 0.744 2.444 0.464 0.21
H -0.079 0.220 0.621 0.12
H -1.817 2.481 -1.473 0.12
H -0.652 3.720 -1.139 0.14
H 1.404 1.767 0.809 0.13
H 0.941 3.418 0.614 0.14
H -1.092 -0.200 -1.777 0.11
H -2.482 0.618 -1.129 0.09
H -2.005 -0.873 -0.397 0.09


Stability check: which of them is most stable? #y.


#w
21
Properties=species:S:1:pos:R:3:lowdin_charge:R:1 method="wB97M-V/def2-TZVPD" e_lumo_ha=-0.1092 charge=+1 spin_multiplicity=1 homo_lumo_gap_ha=0.43624
C 1.407 0.222 1.946 -0.01
C 1.434 -0.502 -0.457 -0.44
N 1.266 -0.739 0.826 0.06
N 2.257 0.474 -0.831 0.22
N 0.732 -1.111 -1.432 0.20
H 0.580 -1.409 1.134 0.14
H 2.829 1.092 -0.284 0.13
H 2.329 0.636 -1.829 0.14
H -0.041 -1.695 -1.159 0.12
H 0.508 -0.555 -2.252 0.13
H 2.147 -0.220 2.623 0.10
H 0.513 0.248 2.563 0.10
H 1.761 1.195 1.634 0.09
C -2.236 -0.109 0.333 -0.16
C -2.111 0.652 -0.975 -0.16
H -1.611 -0.999 0.473 0.03
H -2.141 0.623 1.135 0.07
H -3.213 -0.596 0.428 0.08
H -1.085 0.863 -1.249 0.04
H -2.594 1.632 -0.834 0.08
H -2.732 0.299 -1.795 0.07


#x
21
Properties=species:S:1:pos:R:3:lowdin_charge:R:1 method="wB97M-V/def2-TZVPD" e_lumo_ha=-0.1108 charge=+1 spin_multiplicity=1 homo_lumo_gap_ha=0.43607
C -2.142 -0.558 0.234 -0.03
C 0.118 -0.299 1.161 -0.46
N -1.065 0.198 0.874 0.06
N 0.473 -1.491 0.694 0.22
N 0.926 0.274 2.059 0.21
H -1.357 1.079 1.263 0.16
H -0.165 -2.164 0.296 0.13
H 1.435 -1.762 0.581 0.14
H 0.864 1.259 2.264 0.13
H 1.783 -0.165 2.356 0.13
H -2.432 -1.394 0.856 0.10
H -1.832 -0.908 -0.750 0.08
H -2.977 0.099 0.028 0.10
C 1.153 1.500 -1.974 -0.15
C 0.415 0.252 -2.508 -0.15
H 1.047 2.287 -2.716 0.07
H 0.812 1.853 -1.003 0.04
H 2.225 1.300 -1.924 0.06
H -0.288 0.513 -3.305 0.07
H 1.111 -0.451 -2.971 0.07
H -0.127 -0.264 -1.722 0.00


Stability check: which of them is most stable? #x.


#w
13
Properties=species:S:1:pos:R:3:lowdin_charge:R:1 method="wB97M-V/def2-TZVPD" e_lumo_ha="0.0101 / 0.0101" spin_multiplicity=1 homo_lumo_gap_ha="0.31094 / 0.31098"
C 0.315 -0.734 -0.820 -0.11
C 0.357 0.775 -0.257 -0.38
N 1.729 -0.865 1.018 0.12
N 1.201 -1.458 0.117 -0.14
N 1.831 1.072 0.030 -0.11
N -0.295 0.861 1.046 -0.01
O 2.521 1.192 -0.986 -0.06
H -0.736 -1.253 -0.692 0.14
H 0.464 -0.754 -1.866 0.08
H -0.034 1.487 -1.120 0.17
H 1.327 -2.440 -0.089 0.13
H -0.862 1.703 0.977 0.05
H 0.283 1.143 1.937 0.12


#x
13
Properties=species:S:1:pos:R:3:lowdin_charge:R:1 method="wB97M-V/def2-TZVPD" e_lumo_ha="0.0236 / 0.0079" spin_multiplicity=1 homo_lumo_gap_ha="0.28140 / 0.26141"
C -0.748 -0.105 0.002 -0.40
C -1.422 1.141 0.080 -0.09
N 0.648 -0.101 -0.014 0.02
N 1.490 0.882 0.079 -0.07
N -1.314 -1.337 -0.135 0.11
N 2.824 0.686 -0.082 0.00
O -2.750 0.793 0.121 -0.08
H 1.116 -0.987 -0.127 0.13
H -2.145 -1.345 -0.613 0.06
H -0.848 -2.090 0.285 0.08
H 3.109 -0.302 -0.177 0.08
H 3.387 1.270 0.559 0.10
H -3.347 1.495 0.023 0.05


Stability check: which of them is most stable? #x.